# 1
DFT (wB97M-V/def2-TZVPD) results for C17H17NO4 in the gas phase.

Total charge: 0
E_tot (Eh): -1013.76316
SMILES: CC(=O)Oc1ccc(-c2cccc(C(=O)NCCO)c2)cc1

Cartesian coordinates (Å):
1 C 6.910 -1.594 -3.097
2 C 5.595 -1.005 -2.659
3 O 5.214 0.104 -2.914
4 O 4.923 -1.898 -1.911
5 C 3.674 -1.616 -1.374
6 C 3.417 -2.127 -0.107
7 C 2.179 -1.937 0.472
8 C 1.182 -1.227 -0.195
9 C 1.458 -0.723 -1.463
10 C 2.690 -0.918 -2.059
11 H 2.885 -0.527 -3.044
12 H 0.690 -0.189 -2.003
13 C -0.135 -1.020 0.424
14 C -0.794 0.198 0.297
15 C -2.035 0.408 0.885
16 C -2.644 -0.628 1.588
17 C -2.001 -1.847 1.709
18 C -0.755 -2.042 1.142
19 H -0.270 -3.002 1.231
20 H -2.479 -2.654 2.245
21 H -3.629 -0.504 2.017
22 C -2.673 1.744 0.690
23 O -2.496 2.413 -0.309
24 N -3.455 2.160 1.717
25 H -3.517 1.605 2.555
26 C -4.131 3.439 1.694
27 H -4.110 3.873 2.696
28 H -3.591 4.083 0.997
29 C -5.584 3.305 1.215
30 O -6.366 2.509 2.075
31 H -6.048 1.601 2.025
32 H -5.591 2.901 0.195
33 H -6.054 4.290 1.209
34 H -0.343 1.013 -0.248
35 H 1.992 -2.320 1.464
36 H 4.195 -2.669 0.408
37 H 7.615 -1.526 -2.270
38 H 7.298 -1.032 -3.940
39 H 6.784 -2.641 -3.356

---

# 2
DFT (wB97M-V/def2-TZVPD) results for 8 unconnected molecules or ions with the total composition C31H45Cl14NO4.

Total charge: 0
E_tot (Eh): -8005.85580
SMILES: CC[C@@H](C)C1=C(CCCOC(C)=O)C(=O)C(CN)=C(Cc2cccc(C)c2)C1=O.ClCCl.ClCCl.ClCCl.ClCCl.ClCCl.ClCCl.ClCCl

Cartesian coordinates (Å):
1 C 2.425 -2.120 1.922
2 C 1.647 -1.740 0.522
3 C 2.491 -0.635 -0.408
4 C 2.659 -1.103 -1.973
5 C 1.730 0.841 -0.236
6 C 2.391 2.042 0.390
7 C 3.976 2.000 0.922
8 C 4.885 1.782 -0.460
9 C 6.056 2.912 -0.660
10 O 7.352 2.198 -0.633
11 C 8.399 2.932 -1.360
12 C 9.889 3.042 -0.609
13 O 8.296 3.481 -2.573
14 C 1.523 3.459 0.560
15 O 2.130 4.460 1.234
16 C 0.003 3.666 -0.103
17 C -0.806 5.099 -0.092
18 N 0.079 6.327 -0.083
19 C -0.648 2.477 -0.748
20 C -2.106 2.469 -1.496
21 C -3.404 2.444 -0.496
22 C -3.398 2.658 1.129
23 C -4.858 2.641 1.944
24 C -6.319 2.428 1.188
25 C -6.323 2.177 -0.433
26 C -7.680 1.942 -1.361
27 C -4.887 2.194 -1.228
28 C 0.188 1.029 -0.761
29 O -0.425 -0.053 -1.274
30 H 2.871 -3.219 1.883
31 H 3.220 -1.329 2.269
32 H 1.605 -2.153 2.787
33 H 1.497 -2.693 -0.148
34 H 0.575 -1.316 0.805
35 H 3.585 -0.632 0.059
36 H 3.413 -2.028 -1.981
37 H 1.653 -1.523 -2.428
38 H 3.126 -0.251 -2.663
39 H 4.323 3.026 1.366
40 H 4.180 1.126 1.673
41 H 5.361 0.707 -0.391
42 H 4.200 1.765 -1.435
43 H 5.834 3.439 -1.707
44 H 5.972 3.763 0.145
45 H 10.006 2.084 0.057
46 H 9.926 4.040 0.029
47 H 10.735 2.989 -1.435
48 H -1.411 5.123 0.936
49 H -1.606 5.204 -0.942
50 H 0.211 6.567 0.937
51 H 0.986 6.123 -0.557
52 H -2.177 3.462 -2.140
53 H -2.241 1.551 -2.245
54 H -2.377 2.821 1.705
55 H -4.923 2.803 3.124
56 H -7.364 2.442 1.735
57 H -7.402 1.664 -2.487
58 H -8.329 2.922 -1.419
59 H -8.376 1.098 -0.946
60 H -4.899 2.019 -2.402
61 C -4.521 -1.387 1.061
62 Cl -3.860 0.198 0.642
63 Cl -3.230 -2.564 1.327
64 H -5.113 -1.295 1.975
65 H -5.157 -1.735 0.243
66 C 13.433 2.409 -2.743
67 Cl 13.194 3.617 -1.474
68 Cl 12.201 1.145 -2.658
69 H 13.372 2.900 -3.718
70 H 14.419 1.954 -2.620
71 C -1.521 -5.682 -0.724
72 Cl -0.860 -4.097 -1.143
73 Cl -0.230 -6.860 -0.458
74 H -2.113 -5.591 0.190
75 H -2.157 -6.030 -1.542
76 C -5.405 -5.034 -2.448
77 Cl -4.696 -6.602 -2.042
78 Cl -4.385 -3.708 -1.877
79 H -5.509 -4.961 -3.533
80 H -6.388 -4.955 -1.977
81 C -4.156 -9.871 0.186
82 Cl -3.286 -8.343 0.369
83 Cl -3.959 -10.890 1.617
84 H -5.218 -9.660 0.042
85 H -3.764 -10.402 -0.685
86 C -9.876 -0.356 1.174
87 Cl -8.558 -0.945 2.194
88 Cl -9.853 1.408 1.061
89 H -9.766 -0.778 0.172
90 H -10.829 -0.672 1.605
91 C 0.189 -2.839 5.815
92 Cl -0.689 -1.505 6.574
93 Cl -0.519 -3.258 4.250
94 H 1.230 -2.541 5.667
95 H 0.145 -3.712 6.471

---

- What is the total charge in the second record?
  0

---

- Look up the E_tot of the second one.
  -8005.85580 Eh

---

- Among the records above, which one has the lowest E_tot?
  C31H45Cl14NO4